Computed, not measured: a structure of composition C16H35AsF6Hg2NO8S2 at a distorted geometry, with ωB97M-V/def2-TZVPD.

Results
Largest force on an atom: 0.177 hartree/bohr
HOMO level: -10.7 eV
Total charge: +1
Frontier orbital gap: 0.0590 Eh
Energy: -5224.9484 Eh

Geometry as XYZ:
```
71
Properties=species:S:1:pos:R:3:forces:R:3:lowdin_charge:R:1
Hg -4.81081 1.42824 -0.51940 2.50 -0.67 1.05 1.3799
Hg -2.75239 4.08755 -2.82796 1.52 -1.72 -0.07 1.2199
O 1.32421 3.03757 -4.37494 1.55 1.08 0.29 0.2237
C 0.04061 3.06859 -4.37079 -1.52 -7.46 -3.56 -0.9208
O -0.61559 2.14102 -4.85286 0.09 -0.94 -0.91 0.0852
O -0.57117 3.89648 -3.77290 -2.95 7.25 4.67 -0.0504
H 1.44827 3.81503 -3.82561 1.73 0.62 0.33 0.1351
C -1.35423 1.43798 -1.22921 -0.06 -0.81 -0.31 -0.1823
O -2.64467 2.07684 -1.34088 -1.10 1.01 -0.14 -0.5373
H -1.39928 0.34898 -1.21714 -0.72 -0.21 -0.26 0.0712
H -0.78008 1.66487 -2.12754 0.00 0.22 -0.01 0.0612
H -0.76156 1.62239 -0.33321 -0.40 0.92 0.22 0.0683
As -3.90593 -2.05707 0.97107 -2.02 -3.71 0.76 0.9243
F -3.68258 -2.64246 -0.68571 -0.08 0.96 1.08 -0.2614
F -2.17687 -2.09950 1.18654 -0.59 0.42 0.09 -0.2514
F -4.13285 -1.38717 2.63748 0.19 -0.55 -2.24 -0.2656
F -5.72581 -1.97046 0.57144 2.67 0.66 0.77 -0.3142
F -4.08094 -3.75039 1.53306 0.15 2.36 -0.47 -0.2533
F -3.69108 -0.35657 0.39096 -0.26 0.20 -0.59 -0.3978
C 3.29105 1.33152 2.61620 -0.42 0.21 0.98 -0.0929
C 3.92032 0.19430 1.82430 0.56 -0.36 0.54 -0.2392
N 3.43097 -1.14819 2.10942 -3.20 -1.58 -0.83 -0.1360
C 3.99830 -2.24151 1.24645 0.52 1.22 1.01 -0.2249
C 5.46180 -2.41327 1.57943 1.51 0.40 -0.74 -0.0995
C 1.90823 -1.23358 2.16595 1.62 0.89 0.41 -0.1933
C 1.17631 -1.11726 0.82242 0.50 0.38 -0.39 -0.0776
H 3.76736 2.31151 2.64504 0.79 -0.26 -0.79 0.0788
H 3.27225 1.11720 3.68476 -0.38 -0.41 0.09 0.0863
H 2.28898 1.58065 2.26708 -0.21 -0.32 0.07 0.0445
H 3.77346 0.45813 0.77695 0.56 -0.18 -0.52 0.1178
H 4.95162 0.03276 2.13802 0.43 0.96 -0.71 0.1153
H 3.55036 -3.22542 1.38567 -0.77 0.46 0.39 0.1225
H 3.86392 -1.95097 0.20451 0.04 -0.10 -0.32 0.1121
H 6.10669 -1.81197 0.93860 -0.10 0.15 -0.33 0.0704
H 5.76841 -2.05668 2.56277 -0.52 -0.47 0.33 0.0800
H 5.82006 -3.42721 1.40150 -0.19 -0.08 0.30 0.0780
H 1.72243 -0.40684 2.85158 -0.82 -0.23 -0.03 0.0789
H 1.63865 -2.17151 2.65146 0.05 0.04 -0.03 0.1212
H 1.43009 -0.26439 0.19289 0.80 0.38 0.23 0.0578
H 0.10119 -0.95110 0.89048 -0.16 -0.92 0.41 0.0491
H 1.48259 -1.98269 0.23477 -0.71 -0.16 -0.13 0.0706
C 1.01792 -1.72582 -4.42662 -0.37 0.56 0.58 -0.2233
C 0.18893 -1.13672 -3.28533 -0.11 1.13 0.93 -0.2454
C -0.72655 -2.19627 -2.63310 -0.21 -1.69 -1.42 -0.1711
S -1.09447 -3.41580 -4.06654 1.13 -0.06 0.10 0.7564
O -2.51084 -3.26302 -4.41423 1.65 -0.40 0.12 -0.3525
O -0.46760 -4.73397 -3.81480 -1.35 2.02 -0.16 -0.3539
C 0.05522 -2.51795 -5.25042 -1.25 -1.11 -0.62 -0.2160
H 1.84032 -2.20471 -3.89519 0.06 -0.80 -0.81 0.1229
H 1.41524 -0.93085 -5.05769 0.17 0.08 0.20 0.1204
H -0.30912 -0.22272 -3.60881 -0.85 -0.39 -0.43 0.0844
H 0.89478 -0.66216 -2.60366 0.14 -0.50 0.66 0.0978
H -1.73090 -2.00132 -2.25713 0.12 0.74 -0.18 0.0655
H -0.31054 -2.90915 -1.92117 0.65 0.44 0.13 0.0891
H -0.61813 -1.89314 -5.83720 -0.05 0.54 0.35 0.1008
H 0.44782 -3.17460 -6.02681 0.22 -0.52 0.58 0.1061
C -1.31507 3.60132 3.41343 0.56 0.20 -0.89 -0.1931
C -0.68639 2.26571 2.93403 -1.20 -0.86 0.72 -0.1818
C -1.80001 1.15695 3.12746 -0.47 0.49 -0.65 -0.1495
S -3.45736 2.02284 3.04346 0.45 -0.34 1.94 0.7318
O -4.28172 1.81997 4.23454 1.51 0.51 -1.55 -0.2800
O -4.12263 1.71324 1.78412 -0.71 0.19 -1.45 -0.4732
C -2.75326 3.69665 2.89802 -1.23 -0.55 0.67 -0.2130
H -0.76525 4.41410 2.93890 0.13 0.12 0.30 0.1151
H -1.16067 3.67052 4.49021 -0.65 0.19 -0.02 0.1277
H 0.15674 1.96569 3.55629 -0.03 0.23 0.12 0.1049
H -0.26874 2.36597 1.93223 -0.51 -0.29 -0.22 0.0921
H -1.80261 0.63356 4.08358 0.18 0.37 0.15 0.1129
H -1.85270 0.37127 2.37378 0.10 0.11 -0.18 0.0695
H -3.49308 4.30530 3.41793 0.45 0.18 0.66 0.1078
H -2.94162 3.99971 1.86809 0.82 -0.27 -0.26 0.0934
```
Positions in Å, forces in eV/Å.

***

Computed, not measured: a cluster of 3 separate species, C16H35BClN2O9P2S2 in total, with ωB97M-V/def2-TZVPD.

Results
Largest force on an atom: 0.016 hartree/bohr
HOMO level: -3.5 eV
Total charge: -1
Frontier orbital gap: 0.2004 Eh
Energy: -3381.5534 Eh

Geometry as XYZ:
```
68
Properties=species:S:1:pos:R:3:forces:R:3:lowdin_charge:R:1
C -4.28460 -0.22546 -1.20085 -0.28 -0.04 -0.18 0.0192
C -3.32667 -0.35277 -2.35504 -0.11 0.47 -0.09 -0.5101
O -3.38792 0.34384 -3.33082 -0.03 -0.52 0.22 0.1232
O -2.38353 -1.34598 -2.25770 0.40 0.41 -0.32 0.0521
C -1.34415 -1.16682 -1.28097 -0.47 -0.23 0.10 -0.4504
O -1.64991 -1.19451 -0.12443 0.11 0.19 -0.10 0.0997
C -0.01895 -1.07964 -1.91326 0.22 -0.52 0.09 -0.2153
P 1.28648 0.24504 -1.27975 -0.63 0.07 -0.43 0.4054
N 1.16293 -0.37742 0.42218 -0.26 0.15 0.02 -0.1836
Cl 2.97162 1.71013 -0.53565 0.36 0.30 0.18 0.1379
C 1.51549 0.93542 -3.09571 0.16 -0.42 0.04 -0.3842
C 0.26601 1.33571 -3.88085 0.00 0.29 -0.35 -0.2331
C -0.01219 2.84691 -4.05877 -0.07 -0.29 -0.11 -0.1638
C 1.19995 3.76889 -4.12342 -0.28 0.51 -0.38 -0.1458
N 1.47463 4.54198 -2.91914 0.10 -0.50 -0.09 -0.0992
C 2.64567 5.20583 -2.71766 0.28 0.04 -0.32 -0.1234
C 2.57594 5.87066 -1.52974 0.21 0.35 0.31 -0.1135
C 1.30945 5.59232 -0.97707 -0.02 0.25 0.20 -0.1012
C 0.66103 4.77403 -1.85568 -0.47 0.02 0.29 -0.1060
B -0.07174 1.56146 -0.66563 0.48 0.43 0.45 -0.7554
O 0.12702 2.29207 0.50753 -0.76 -0.12 -0.09 0.0398
O -1.30023 1.73984 -1.28642 -0.04 -0.78 -0.23 0.1028
P 2.90336 -1.31520 -1.87423 -0.19 -0.50 -0.40 0.7130
O 3.34818 -2.19626 -0.55119 0.20 0.03 0.03 -0.3571
O 4.33956 -0.52020 -2.06939 0.10 -0.16 -0.28 -0.3892
H -4.03720 0.66380 -0.62279 0.10 -0.07 0.10 0.0860
H -5.27497 -0.05945 -1.62441 -0.01 0.04 0.01 0.0867
H -4.30030 -1.10194 -0.56370 0.16 0.04 0.10 0.0817
H -0.15205 -1.07928 -2.98779 0.08 0.17 -0.06 0.0864
H 0.46955 -2.03929 -1.69691 -0.05 0.00 0.14 0.0650
H 2.04485 -0.26600 0.90259 0.03 -0.01 0.07 -0.0118
H 0.84975 -1.33647 0.49609 0.11 -0.08 0.01 0.0162
H 2.02528 0.14561 -3.66490 -0.07 -0.05 -0.03 0.0326
H 2.25388 1.73238 -3.02400 -0.16 0.17 0.12 0.0155
H 0.33035 0.91147 -4.88862 0.13 -0.03 0.00 0.1048
H -0.64455 0.89856 -3.47288 0.02 0.00 0.14 0.0709
H -0.73176 3.17163 -3.31175 0.15 0.11 0.13 0.0842
H -0.53861 2.96751 -5.00820 -0.06 -0.05 0.00 0.1047
H 1.03110 4.49068 -4.92975 0.00 0.04 0.01 0.1159
H 2.10694 3.23180 -4.39864 -0.01 -0.13 0.11 0.1141
H 3.43691 5.16946 -3.44714 0.02 -0.10 -0.03 0.1105
H 3.34863 6.48544 -1.10024 0.07 -0.02 0.01 0.0829
H 0.90331 5.94379 -0.04403 0.04 -0.05 0.06 0.0899
H -0.32691 4.37118 -1.73988 -0.01 -0.22 -0.21 0.1059
H -0.12368 1.72947 1.24770 0.48 -0.08 0.18 0.0856
H -1.97093 1.93440 -0.62213 0.09 0.52 0.03 0.1025
H 4.10837 -1.79011 -0.11449 -0.10 0.18 0.14 0.0383
H 4.19597 0.34941 -2.46028 0.00 0.25 0.36 -0.0047
C -2.84493 -5.43873 3.63758 0.00 -0.09 -0.06 -0.2757
S -2.41820 -3.69643 3.45405 -0.10 0.06 0.12 0.7941
O -3.69094 -2.93911 3.63722 -0.08 -0.07 -0.03 -0.5637
C -2.08950 -3.76301 1.69632 0.06 0.01 -0.10 -0.2552
H -3.12108 -5.60444 4.67742 0.00 0.03 0.01 0.0399
H -3.68762 -5.68022 2.98883 0.00 0.04 -0.01 0.0513
H -1.97778 -6.04920 3.38445 0.01 0.00 0.01 0.0492
H -2.97611 -4.12275 1.17221 -0.03 0.01 0.04 0.0604
H -1.23993 -4.42280 1.51666 0.02 0.01 0.03 0.0611
H -1.84152 -2.75681 1.36038 -0.04 -0.07 0.08 0.0245
C 1.44411 -1.38745 6.34317 0.02 0.08 0.07 -0.2710
S 1.23794 -3.07899 5.77409 0.04 0.02 0.05 0.7932
O 0.56134 -3.00337 4.46009 0.09 -0.06 -0.10 -0.5701
C -0.02484 -3.52722 6.97621 -0.05 0.02 0.09 -0.2757
H 2.16299 -0.90689 5.68318 0.00 -0.02 -0.03 0.0518
H 0.48716 -0.86920 6.28609 -0.01 -0.03 -0.04 0.0600
H 1.82450 -1.39020 7.36506 0.01 0.00 -0.01 0.0492
H -0.87725 -2.85555 6.87356 0.01 0.01 -0.05 0.0587
H 0.39315 -3.47299 7.98180 0.01 -0.01 0.00 0.0480
H -0.33282 -4.54856 6.76147 0.02 -0.01 -0.03 0.0440
```
Positions in Å, forces in eV/Å.

***

Computed, not measured: a cluster of 2 separate species, C16H35BO6P in total, with ωB97M-V/def2-TZVPD.

Results
Largest force on an atom: 0.014 hartree/bohr
HOMO level: -1.5 eV
Total charge: -1
Frontier orbital gap: 0.1387 Eh
Energy: -1448.3469 Eh

Geometry as XYZ:
```
59
Properties=species:S:1:pos:R:3:forces:R:3:lowdin_charge:R:1
C 2.49599 0.90970 0.78979 -0.43 0.05 -0.08 -0.1071
C 1.63267 1.52071 -0.32199 -0.01 -0.62 0.40 -0.2603
C 0.23866 0.89742 -0.30038 0.25 -0.09 -0.39 -0.2201
C -0.57449 1.18900 -1.56957 -0.06 -0.26 0.29 -0.1944
C -0.50660 0.06854 -2.62169 0.00 0.32 -0.23 -0.2176
C -1.83330 -0.65272 -2.83505 0.15 0.16 -0.12 -0.2306
C -2.39703 -1.38929 -1.62905 -0.07 -0.22 -0.21 -0.2216
C -1.45683 -2.39989 -0.97581 -0.15 -0.12 0.10 -0.2186
C -1.81550 -2.73997 0.48246 0.14 -0.37 -0.18 -0.2083
C -0.71240 -2.45470 1.52191 0.20 -0.36 -0.10 -0.2977
C 0.03995 -3.70937 2.02169 0.26 0.43 0.19 -0.4494
C 0.42612 -3.54036 3.52680 -0.16 0.03 0.55 -0.2051
B 1.59378 -2.51445 3.69976 0.03 -0.35 -0.10 -0.7215
O 1.44123 -1.14434 3.46827 0.25 0.15 -0.22 0.1033
O 2.90306 -2.93084 4.02209 0.08 0.68 0.13 0.0858
P 1.51911 -3.84314 1.01194 -0.07 -0.03 -0.10 0.7906
C 0.93665 -4.87140 -0.41501 0.04 0.00 0.04 -0.2988
O 2.44503 -5.01962 1.77862 -0.18 -0.24 -0.05 -0.3393
H 2.87580 -0.06064 0.47872 0.15 -0.07 0.01 0.0687
H 3.31835 1.55574 1.08862 0.17 0.00 -0.01 0.0582
H 1.87321 0.70007 1.65971 0.11 0.09 0.17 0.0541
H 2.07581 1.25794 -1.28414 0.12 0.40 -0.18 0.1051
H 1.56208 2.60182 -0.20625 0.02 0.16 -0.24 0.0870
H 0.39358 -0.18111 -0.23371 -0.16 -0.01 0.16 0.0787
H -0.29006 1.18982 0.60584 -0.06 0.09 0.08 0.1143
H -1.61925 1.32926 -1.28841 -0.11 0.13 -0.07 0.0977
H -0.23378 2.12244 -2.01750 -0.03 0.17 0.07 0.0967
H -0.22906 0.51165 -3.58011 0.09 -0.06 -0.12 0.0978
H 0.27889 -0.64780 -2.38075 0.08 0.00 0.07 0.1013
H -2.55734 0.10073 -3.15980 -0.14 -0.01 -0.06 0.1025
H -1.71814 -1.34156 -3.67540 0.01 -0.14 -0.02 0.1047
H -2.79323 -0.68290 -0.89805 0.17 0.12 0.14 0.1001
H -3.25875 -1.95328 -1.99541 -0.26 0.09 0.15 0.1050
H -1.50937 -3.31649 -1.56540 0.15 -0.05 -0.14 0.1005
H -0.41683 -2.07626 -1.02527 0.01 0.09 0.04 0.0747
H -1.99808 -3.81167 0.53952 -0.16 -0.08 0.13 0.0808
H -2.75464 -2.25351 0.75719 -0.04 0.16 -0.01 0.0909
H -1.15233 -1.93947 2.37696 -0.02 0.03 0.12 0.0922
H 0.00708 -1.74481 1.08075 -0.21 0.29 0.02 0.0505
H 0.66193 -4.50911 3.97002 0.08 -0.09 0.00 0.0745
H -0.46124 -3.17287 4.05368 -0.18 -0.06 -0.05 0.0826
H 1.06880 -0.68938 4.22088 -0.24 0.09 0.02 0.0860
H 2.88183 -3.37554 4.87095 0.03 -0.57 -0.20 0.0810
H -0.05141 -5.28369 -0.21443 -0.14 0.06 0.04 0.0176
H 0.93804 -4.28153 -1.32880 -0.05 -0.03 -0.17 0.0009
H 1.63758 -5.70079 -0.51181 0.13 0.02 -0.10 0.0137
H 3.26106 -4.57678 2.01154 0.18 0.05 0.23 0.0044
C -2.47964 5.87464 -2.62140 -0.10 -0.04 -0.08 -0.0415
O -1.46378 5.23966 -1.84557 0.00 -0.01 0.00 0.0038
C -0.68086 6.07657 -1.16744 0.01 -0.05 0.00 -0.6250
O -0.76696 7.27877 -1.16579 0.00 0.01 0.00 0.1161
O 0.20984 5.35484 -0.49524 0.00 -0.03 0.00 0.0021
C 1.12990 6.11635 0.28789 0.12 -0.04 0.09 -0.0368
H -3.02671 5.07299 -3.10811 0.04 -0.05 0.03 0.0935
H -3.15121 6.44525 -1.98259 0.04 0.05 0.01 0.0957
H -2.03855 6.52929 -3.37087 0.01 0.05 0.04 0.0955
H 0.60306 6.69605 1.04338 -0.02 0.05 -0.04 0.0964
H 1.71732 6.77828 -0.34561 -0.05 0.05 -0.01 0.0966
H 1.78096 5.39172 0.76741 -0.03 -0.05 -0.03 0.0919
```
Positions in Å, forces in eV/Å.